## one
The following is a quantum chemistry calculation of the ion CH2F2NO2S with charge -1, from the Open Molecules 2025 dataset.

Computed properties:
HOMO level   -4.776 eV
Molar mass   130.095 g mol⁻¹

```
! RIJCOSX wB97M-V def2-TZVPD def2/J DEFGRID3
* xyz -1 1
C 0.69293 -0.54834 -0.22730
N -0.40898 -0.04622 -0.75112
O -1.85621 -0.51520 1.51371
O -2.83350 0.86916 -0.26064
F 1.83786 -0.47973 -1.07818
F 1.26477 0.05797 0.93988
S -2.15213 -0.44715 0.06055
H 0.74921 -1.64222 0.05962
H -0.39533 1.03025 -0.95071
*
```

***

## two
The following is a quantum chemistry calculation of a cluster of 2 separate species, CH2F2NO2S in total, from the Open Molecules 2025 dataset.

Computed properties:
HOMO level   -4.344 eV
Molar mass   130.095 g mol⁻¹

```
! RIJCOSX wB97M-V def2-TZVPD def2/J DEFGRID3
* xyz -1 1
C 1.08065 -0.17828 1.10368
N -0.10717 0.91302 -1.68063
O -1.67927 -0.04559 0.02887
O -2.34860 -0.03919 -2.48158
F 2.06331 -1.08119 0.77729
F 1.44247 0.57213 2.17124
S -1.35075 0.22940 -1.37899
H 0.10280 -0.61544 1.27887
H 0.79656 0.24515 0.18126
*
```

***

Tell me which of them is the most stable. Sure, it is one.

***

## one
The following is a quantum chemistry calculation of a structure of composition C30H29N7O8, from the Open Molecules 2025 dataset.

Computed properties:
HOMO level   -8.591 eV
Molar mass   615.603 g mol⁻¹

```
! RIJCOSX wB97M-V def2-TZVPD def2/J DEFGRID3
* xyz 0 1
C -3.35705 2.27589 -2.25763
C -4.00452 2.63503 -0.97396
N -4.42736 3.01881 0.01423
H -3.40648 3.14542 -2.91304
H -3.86889 1.45707 -2.76327
H -2.29819 2.02922 -2.17969
C -1.25299 3.68033 0.09801
C -1.57471 4.56839 -1.04634
N -1.90593 5.24702 -1.88718
H -0.80091 4.09335 0.99976
H -0.84436 2.74255 -0.27839
H -2.25785 3.39484 0.40923
C 0.48476 0.58188 0.13283
C -0.42924 1.14625 -0.88535
N -1.11671 1.67812 -1.71802
H 1.40545 0.14757 -0.25680
H -0.13607 -0.22158 0.52922
H 0.69875 1.38515 0.83785
C -0.44916 -4.46541 -0.41330
C 0.14532 -4.79730 -1.58167
C 1.10143 -3.96587 -2.19103
C 1.36975 -2.74185 -1.60383
C 0.74366 -2.34918 -0.38285
C -0.16379 -3.24498 0.16302
N 2.20796 -1.79460 -2.45431
O 2.91743 -2.26302 -3.35177
O 2.21878 -0.63571 -2.16456
H -1.30126 -4.88609 0.09990
H -0.08888 -5.71330 -2.10369
H 1.50479 -4.32867 -3.12488
H 0.85791 -1.32489 -0.06008
H -0.73761 -2.89728 1.00933
C -1.37356 1.04045 -4.50927
C -1.65812 0.43386 -5.75059
C -0.63991 -0.18469 -6.49599
C 0.64447 -0.29050 -5.95276
C 0.86821 0.24167 -4.66877
C -0.14948 0.81885 -3.88419
N 1.71060 -0.87053 -6.80665
O 2.90769 -0.74305 -6.44686
O 1.40724 -1.50912 -7.86046
H -2.14106 1.53345 -3.93111
H -2.63684 0.48880 -6.20391
H -0.83080 -0.69031 -7.43104
H 1.86975 0.28365 -4.26684
H -0.01937 1.13953 -2.86114
C 0.37224 1.10624 5.57194
C 0.83657 0.52528 4.39120
C 0.24622 0.84875 3.22951
C -0.92437 1.62799 3.25684
C -1.50278 2.06821 4.46839
C -0.81752 1.84017 5.65424
N -1.58972 2.02715 1.95319
O -1.25002 1.46180 0.89575
O -2.18938 3.08233 1.98592
H 0.89173 0.70208 6.42820
H 1.77828 -0.00231 4.42623
H 0.80159 0.60148 2.33686
H -2.40389 2.66352 4.47043
H -1.19894 2.17888 6.60617
C 2.93014 -1.06811 5.35074
C 3.26563 -0.55172 4.07142
C 2.53013 -0.97279 2.93909
C 1.34462 -1.64606 3.11557
C 1.05000 -2.15897 4.42123
C 1.85379 -1.95228 5.52879
N 0.45267 -1.76932 1.91882
O -0.58665 -2.30975 2.19485
O 0.73004 -1.30158 0.83553
H 3.53310 -0.86497 6.22343
H 4.13394 0.07986 3.95509
H 2.92234 -0.61389 1.99900
H 0.12222 -2.66839 4.63600
H 1.47519 -2.22282 6.50341
*
```

***

## two
The following is a quantum chemistry calculation of a cluster of 7 separate species, C30H29N7O8 in total, from the Open Molecules 2025 dataset.

Computed properties:
HOMO level   -9.510 eV
Molar mass   615.603 g mol⁻¹
SMILES   O=[N+]([O-])c1ccccc1.O=[N+]([O-])c1ccccc1.O=[N+]([O-])c1ccccc1.O=[N+]([O-])c1ccccc1.CC#N.CC#N.CC#N

```
! RIJCOSX wB97M-V def2-TZVPD def2/J DEFGRID3
* xyz 0 1
O -0.37743 -2.34152 1.11269
N 0.11892 -2.03423 0.03992
O 0.32429 -2.83527 -0.85380
C 0.52149 -0.64212 -0.14929
C -0.07334 0.29984 0.66573
C 0.28184 1.65211 0.58694
C 1.20971 2.00443 -0.37250
C 1.73286 1.06800 -1.25406
C 1.41028 -0.26601 -1.17430
H -0.82232 0.10027 1.42006
H -0.19721 2.31411 1.29103
H 1.48085 3.05514 -0.39777
H 2.41448 1.41557 -2.01866
H 1.95654 -0.86718 -1.88728
O -3.43161 0.04858 2.57479
N -3.96299 -0.77183 3.28190
O -4.11770 -0.66879 4.48519
C -4.56681 -1.93732 2.64405
C -5.77098 -2.50416 3.04305
C -6.20370 -3.66200 2.43893
C -5.46163 -4.33348 1.47842
C -4.26222 -3.75247 1.09032
C -3.79245 -2.58505 1.67833
H -6.45535 -2.03057 3.73413
H -7.17311 -4.02395 2.76160
H -5.80101 -5.28131 1.08823
H -3.65350 -4.18530 0.30638
H -2.84977 -2.14629 1.37886
O 2.78711 -4.07364 -3.70205
N 2.98945 -3.16585 -4.47546
O 3.97009 -3.01184 -5.16315
C 1.92593 -2.12950 -4.54439
C 0.64559 -2.37219 -4.06493
C -0.26294 -1.33128 -3.97690
C 0.11319 -0.03216 -4.34778
C 1.40019 0.18733 -4.82654
C 2.27591 -0.87677 -4.97568
H 0.43299 -3.32743 -3.60369
H -1.23434 -1.55672 -3.56019
H -0.56883 0.79799 -4.22688
H 1.69095 1.19278 -5.09868
H 3.28464 -0.69271 -5.32319
O -0.28867 2.79077 3.81517
N -0.88363 1.83612 4.29722
O -0.98550 0.74816 3.76934
C -1.52572 2.06133 5.59725
C -2.05531 0.99512 6.27628
C -2.72800 1.17121 7.47092
C -2.71422 2.43364 8.06229
C -2.08154 3.49396 7.43530
C -1.49779 3.32889 6.18358
H -2.01644 0.00676 5.83981
H -3.10944 0.33362 8.03706
H -3.26338 2.58051 8.98378
H -2.06137 4.45247 7.93560
H -1.08169 4.18156 5.66844
C 5.45074 1.95236 -4.32490
C 4.61919 2.77055 -3.45891
N 3.96225 3.41730 -2.77509
H 6.42238 2.42256 -4.46663
H 5.02097 1.89263 -5.32472
H 5.49818 0.97173 -3.85036
C 5.84034 -2.98460 -2.23268
C 5.20326 -1.67562 -2.17048
N 4.66482 -0.66636 -2.08370
H 5.82083 -3.43031 -1.23698
H 6.88113 -2.95435 -2.54191
H 5.24296 -3.60972 -2.89572
C 0.23404 4.29670 -2.80255
C -0.63839 4.74010 -3.89460
N -1.35839 5.06320 -4.72729
H 0.64151 5.21205 -2.36829
H 1.10440 3.81206 -3.24907
H -0.24555 3.65844 -2.07157
*
```

***

Tell me which of them is the most stable. Sure, it is two.

***

## one
The following is a quantum chemistry calculation of a cluster of 6 separate species, C2H16O5 in total, from the Open Molecules 2025 dataset.

Computed properties:
HOMO level   -10.807 eV
Molar mass   120.145 g mol⁻¹
SMILES   CC.O.O.O.O.O

```
! RIJCOSX wB97M-V def2-TZVPD def2/J DEFGRID3
* xyz 0 1
C -0.86498 -0.30003 -0.24136
C 0.23861 0.21144 -1.15515
H -1.86513 -0.49340 -0.66001
H -0.41056 -1.24317 0.24063
H -1.13116 0.40342 0.63230
H 0.11584 1.20595 -1.71095
H 0.58227 -0.42652 -1.94863
H 1.21601 0.46872 -0.62374
O 2.93400 4.81416 1.20285
H 3.08097 5.71838 0.80384
H 2.78994 4.96668 2.22429
O -6.55718 1.04950 -2.38915
H -6.45922 2.03502 -2.37325
H -5.63958 0.58758 -2.54357
O -2.45629 -1.87855 1.91437
H -1.70416 -2.56245 1.92296
H -2.64994 -1.66139 2.91449
O 2.66251 -3.02748 -1.13046
H 3.40038 -3.62268 -1.38671
H 3.02595 -2.35090 -0.53579
O 2.84919 -1.06288 1.53837
H 3.14321 -1.65298 2.24059
H 3.69935 -1.17840 1.06409
*
```

***

## two
The following is a quantum chemistry calculation of a cluster of 6 separate species, C2H16O5 in total, from the Open Molecules 2025 dataset.

Computed properties:
HOMO level   -10.667 eV
Molar mass   120.145 g mol⁻¹
SMILES   CC.O.O.O.O.O

```
! RIJCOSX wB97M-V def2-TZVPD def2/J DEFGRID3
* xyz 0 1
C 0.30478 -0.34926 -1.63253
C -0.30566 0.94881 -1.03297
H 0.78540 -0.95964 -0.87474
H 1.00103 -0.18394 -2.45232
H -0.52082 -0.90371 -2.07903
H -0.28481 0.94367 0.05936
H 0.34000 1.77048 -1.33687
H -1.34787 1.07335 -1.29163
O 2.87623 1.35240 -1.25806
H 3.76723 1.37792 -1.61134
H 2.38248 1.54554 -2.04176
O -3.49111 0.10928 -0.90608
H -4.39062 0.34109 -1.11997
H -3.58428 -0.64583 -0.28634
O 2.66092 0.10538 1.36232
H 3.27679 -0.27615 0.71500
H 2.25800 0.77152 0.77983
O -2.44093 -0.45181 1.79708
H -1.57958 -0.90687 1.79585
H -2.25429 0.29272 1.21894
O 0.11397 -1.59131 1.56980
H 0.21349 -2.27190 0.92618
H 0.97262 -1.29730 1.90827
*
```

***

Tell me which of them is the most stable. Sure, it is two.

***

## one
The following is a quantum chemistry calculation of a structure of composition ClH10O5, from the Open Molecules 2025 dataset.

Computed properties:
HOMO level   -6.062 eV
Molar mass   125.528 g mol⁻¹

```
! RIJCOSX wB97M-V def2-TZVPD def2/J DEFGRID3
* xyz -1 1
Cl 0.01309 -0.17290 -0.44098
O 1.05815 1.92786 0.18428
H 0.54150 1.12806 0.08620
H 0.57664 2.44715 0.82826
O -2.11607 0.53324 -1.94990
H -2.58302 1.16239 -1.40004
H -1.28079 0.39716 -1.50266
O 1.87006 -1.73723 -1.33100
H 2.18013 -1.19090 -2.05323
H 1.20271 -1.20552 -0.89723
O -1.51508 -1.54346 1.38433
H -1.00544 -1.02468 0.76194
H -2.38809 -1.59544 0.99524
O 1.05660 0.39730 2.14274
H 1.82491 0.65615 1.63388
H 0.56463 -0.17923 1.55811
*
```

***

## two
The following is a quantum chemistry calculation of a cluster of 6 separate species, ClH10O5 in total, from the Open Molecules 2025 dataset.

Computed properties:
HOMO level   -5.852 eV
Molar mass   125.528 g mol⁻¹

```
! RIJCOSX wB97M-V def2-TZVPD def2/J DEFGRID3
* xyz -1 1
Cl 0.65224 0.18948 0.34071
O 3.31693 1.92573 -0.26016
H 3.00306 2.33102 -1.07272
H 2.58913 1.31569 -0.00519
O -1.94132 -1.42573 1.75214
H -1.79757 -0.96354 2.58308
H -1.42197 -0.91374 1.10948
O 1.03719 -3.04302 1.30289
H 0.85307 -2.08578 1.32757
H 0.52737 -3.35267 0.54968
O -0.44780 -0.56226 -2.60976
H -1.15477 -1.01428 -2.14155
H -0.06236 0.02647 -1.92869
O -1.67393 2.86104 -0.11396
H -1.51816 1.95346 0.19317
H -1.96112 2.75812 -1.02670
*
```

***

Tell me which of them is the most stable. Sure, it is two.

***

## one
The following is a quantum chemistry calculation of a cluster of 4 separate species, C3H13O3S in total, from the Open Molecules 2025 dataset.

Computed properties:
HOMO level   -3.124 eV
Molar mass   129.201 g mol⁻¹

```
! RIJCOSX wB97M-V def2-TZVPD def2/J DEFGRID3
* xyz -1 1
C -2.51436 -2.48766 -0.10901
C -2.63238 -1.25747 0.80021
C -1.34690 -0.36497 0.74788
S -1.07470 0.40292 -0.91907
H -1.49597 -2.88264 -0.11409
H -3.17640 -3.35807 0.13705
H -2.71404 -2.04922 -1.09485
H -3.00084 -1.38378 1.81498
H -3.45086 -0.69723 0.31633
H -1.43754 0.48652 1.44636
H -0.45659 -0.93052 1.06679
H 5.10329 0.19330 3.13920
H 3.61514 0.16676 3.24540
O 4.34048 0.77552 3.06593
H 1.31804 0.64648 -3.38393
H 0.44927 1.49514 -2.62993
O 1.09243 1.58651 -3.39711
H 2.04992 1.56826 0.33170
H 0.94899 0.52826 0.02910
O 1.79949 0.67421 0.58784
*
```

***

## two
The following is a quantum chemistry calculation of a cluster of 4 separate species, C3H13O3S in total, from the Open Molecules 2025 dataset.

Computed properties:
HOMO level   -2.983 eV
Molar mass   129.201 g mol⁻¹

```
! RIJCOSX wB97M-V def2-TZVPD def2/J DEFGRID3
* xyz -1 1
C 0.37354 0.30232 1.62026
C 1.77601 0.90028 1.43107
C 2.49338 0.55385 0.10576
S 2.92922 -1.23065 0.12558
H -0.13328 -0.13991 0.76655
H -0.26639 1.06764 2.07621
H 0.41271 -0.47395 2.38948
H 1.72203 1.99996 1.47488
H 2.40151 0.48690 2.21814
H 3.36114 1.20513 0.00017
H 1.86265 0.71037 -0.76948
H -4.33155 1.11391 -0.78159
H -5.10520 0.82269 0.40717
O -5.19750 1.34447 -0.39346
H 1.42058 -1.51422 -1.24188
H 1.08886 -1.48637 -2.76927
O 0.68692 -1.67424 -1.92316
H -1.03468 -1.18700 -1.64092
H -2.48402 -1.78286 -1.68179
O -1.97593 -1.01833 -1.41372
*
```

***

Tell me which of them is the most stable. Sure, it is two.

***

## one
The following is a quantum chemistry calculation of an isolated molecule of C5H10OS2, from the Open Molecules 2025 dataset.

Computed properties:
HOMO level   -8.678 eV
Molar mass   150.268 g mol⁻¹
SMILES   CCSSCCC=O

```
! RIJCOSX wB97M-V def2-TZVPD def2/J DEFGRID3
* xyz 0 1
C 0.61189 -2.83098 -1.51356
C 1.38221 -1.51898 -1.45333
S 1.74504 -1.12691 0.32732
S 0.01735 -0.52687 1.11957
C -0.32102 1.05342 0.27546
C -1.43621 1.76954 1.00686
C -0.90082 2.59276 2.17180
O -1.61189 3.24740 2.88631
H 0.42295 -3.08979 -2.56508
H -0.37015 -2.57636 -1.11607
H 1.13113 -3.64128 -1.00939
H 2.35537 -1.40932 -1.93918
H 0.83664 -0.62961 -1.76153
H 0.59463 1.63718 0.32898
H -0.47713 0.87742 -0.78518
H -2.16960 1.08527 1.44716
H -2.01706 2.43272 0.35859
H 0.20666 2.65437 2.22129
*
```

***

## two
The following is a quantum chemistry calculation of an isolated molecule of C5H10OS2, from the Open Molecules 2025 dataset.

Computed properties:
HOMO level   -8.471 eV
Molar mass   150.268 g mol⁻¹
SMILES   CC(C)(O)C(=S)CS

```
! RIJCOSX wB97M-V def2-TZVPD def2/J DEFGRID3
* xyz 0 1
C 0.76512 -0.71723 -2.20370
C 0.39120 0.15873 -1.06009
C 1.58835 1.16153 -0.64633
O -0.78894 0.89033 -1.47687
C -0.08308 -0.65134 0.30019
S 1.02390 -1.80666 0.71930
C -1.40331 -0.27062 0.77866
S -1.19457 1.33278 1.66623
H -0.18114 -1.30210 -2.48990
H 1.48969 -1.53867 -2.02123
H 1.12597 -0.21095 -3.11625
H 1.43653 2.08783 -1.33934
H 1.44599 1.38126 0.55061
H 2.65992 0.61339 -0.83988
H -1.24396 0.39721 -2.16234
H -2.08990 -0.27594 -0.12952
H -1.91985 -0.97696 1.57871
H -1.23066 2.19780 0.60327
*
```

***

## three
The following is a quantum chemistry calculation of a cluster of 3 separate species, C5H10OS2 in total, from the Open Molecules 2025 dataset.

Computed properties:
HOMO level   -7.718 eV
Molar mass   150.268 g mol⁻¹

```
! RIJCOSX wB97M-V def2-TZVPD def2/J DEFGRID3
* xyz 0 1
C 1.44305 -2.78383 1.99086
C 1.27508 -1.27854 2.13148
O 1.32325 -3.46529 3.00991
C 1.85440 -3.22178 0.70311
S -3.16796 4.26195 -2.45345
S -0.81912 0.21985 -0.37826
C -1.70835 1.64456 -1.01784
C -0.90340 2.43395 -2.05503
H 0.23814 -0.94679 2.10036
H 1.73325 -0.82574 1.24176
H 1.78655 -0.97391 3.03519
H 2.06697 -4.23612 0.38152
H 1.95466 -2.48570 -0.08196
H -2.08243 2.25994 -0.19690
H -2.66071 1.31298 -1.44441
H -0.27862 3.19458 -1.58394
H -0.38765 1.82795 -2.79815
H -1.66713 3.06196 -2.58425
*
```

***

Tell me which of them is the most stable. Sure, it is one.